This record from the Open Molecules 2025 dataset describes C5H8N2 as an isolated structure. The level of theory is ωB97M-V with the def2-TZVPD basis set.

```
15
Properties=species:S:1:pos:R:3:mulliken_charge:R:1
C -1.996 0.318 -0.076 -0.71
N -1.202 -0.858 -0.128 0.00
C -0.668 -1.089 1.177 -0.02
N 0.503 -0.617 1.310 -0.45
C 0.749 0.016 0.018 0.63
C 2.127 0.561 -0.221 -1.25
C -0.104 -0.629 -0.920 -0.51
H -2.108 0.822 -1.036 0.26
H -2.922 0.229 0.497 0.24
H -0.245 0.965 0.180 0.18
H -1.283 -1.534 1.952 0.40
H 2.439 1.157 0.641 0.32
H 2.848 -0.252 -0.352 0.30
H 2.147 1.194 -1.113 0.32
H -0.285 -0.282 -1.931 0.30
```

Output
* max |F|: 0.4 eV/A
* Kohn-Sham gap (spin up / spin down): 8.06 / 8.06 eV
* HOMO energy (spin up / spin down): -7.92 / -7.92 eV
* molecular weight: 96.13 g/mol



This record from the Open Molecules 2025 dataset describes one molecule with the formula C5H8N2. The level of theory is ωB97M-V with the def2-TZVPD basis set.

```
15
Properties=species:S:1:pos:R:3:mulliken_charge:R:1
C -0.915 1.430 -0.283 -1.34
C -0.421 0.013 -0.186 1.37
C -1.277 -0.956 0.593 -1.34
N 0.260 -0.597 -1.373 -0.66
C 1.000 -0.192 -0.242 -0.54
C 2.201 0.024 0.191 0.53
N 3.290 -0.148 0.767 -0.70
H -1.076 1.846 0.717 0.36
H -1.863 1.444 -0.823 0.34
H -0.190 2.066 -0.801 0.36
H -2.282 -0.969 0.161 0.34
H -0.861 -1.966 0.545 0.37
H -1.353 -0.654 1.644 0.34
H 0.403 0.084 -2.114 0.30
H 3.150 -1.092 1.128 0.27
```

Output
* max |F|: 1.0 eV/A
* Kohn-Sham gap: 9.26 eV
* SMILES: CC1(C)NC1=C=N
* HOMO energy: -8.47 eV
* molecular weight: 96.13 g/mol